DFT (the ωB97M-V functional and the def2-TZVPD basis) results for a cluster of 2 separate species, C23H31N4S in total at a distorted geometry.

Summary:
net charge = +1
Kohn-Sham gap = 6.13 eV
energy relative to the best compared isomer or geometry (same formula, charge and spin) = 0.0 kcal per mole

```
59
C23H31N4S, DFT the ωB97M-V functional and the def2-TZVPD basis
C -2.45994 -0.59382 2.71061
C -2.20465 0.81264 3.21200
N -0.84797 1.25410 2.94620
C 0.10393 0.37610 2.92930
N -0.07841 -0.96751 3.00166
C -1.39361 -1.52573 3.23617
C 1.08578 -1.81738 3.16668
C 2.29629 -0.94785 2.86717
S 1.80680 0.78385 2.85398
H -3.44800 -0.93531 3.02365
H -2.45157 -0.59792 1.61486
H -2.87478 1.53766 2.72634
H -2.38970 0.86162 4.30319
H -1.53792 -1.67652 4.31707
H -1.43072 -2.50829 2.74876
H 1.14860 -2.23223 4.18485
H 1.01651 -2.67905 2.49028
H 3.10082 -1.06600 3.60093
H 2.69886 -1.16564 1.86894
C 1.60749 7.06492 7.77650
N 1.14544 5.70003 7.61955
C 1.08591 4.97298 8.86987
C 0.60577 5.21682 6.46100
C 0.43692 3.81652 6.25186
C 0.00006 3.33007 5.03296
C -0.42840 4.18919 3.98357
C -0.87714 3.69618 2.71514
C -1.86921 4.35994 1.91611
C -1.87460 4.22977 0.49324
C -2.82175 4.86205 -0.28578
C -3.92233 5.54292 0.30708
N -4.87649 6.13891 -0.47601
C -6.26181 6.23080 -0.06935
C -4.53677 6.90851 -1.65484
C -3.96003 5.64159 1.72501
C -2.92947 5.12828 2.49756
C -0.30061 5.59865 4.22733
C 0.22255 6.09891 5.40663
H 2.22075 7.39318 6.92880
H 0.77832 7.77655 7.90928
H 2.22036 7.07841 8.68617
H 1.02300 3.89117 8.72997
H 1.99635 5.21205 9.43390
H 0.22426 5.29350 9.48186
H 0.69146 3.10981 7.04216
H -0.05544 2.25755 4.86414
H -0.24566 2.96060 2.20260
H -1.09082 3.62842 0.02639
H -2.75234 4.82803 -1.37341
H -6.60043 5.30387 0.40985
H -6.43856 7.06658 0.62215
H -6.85753 6.39804 -0.97332
H -3.54790 6.64154 -2.03463
H -5.29430 6.72219 -2.42642
H -4.54227 7.99009 -1.43441
H -4.76855 6.21048 2.18839
H -2.93346 5.27650 3.58036
H -0.58433 6.27280 3.41767
H 0.32293 7.17988 5.53550
```

DFT (the ωB97M-V functional and the def2-TZVPD basis) results for a cluster of 3 separate species, C19H49BN4O5P in total at a distorted geometry.

Summary:
net charge = +1
Kohn-Sham gap = 6.87 eV

```
79
C19H49BN4O5P, DFT the ωB97M-V functional and the def2-TZVPD basis
N -1.83012 0.83128 1.54612
P -3.03864 1.43060 0.51340
O -3.80244 0.06664 -0.02955
N -2.23043 2.27165 -0.95332
C -0.95049 1.61708 -1.40322
C 0.25167 2.55179 -1.67428
C 1.42203 1.61240 -2.14232
O 2.21861 2.20362 -3.13999
C -3.26347 1.98320 -2.04402
B -3.13271 2.90220 -3.35353
O -3.89902 4.05204 -3.47488
O -2.27710 2.62928 -4.37805
C -2.24554 3.72419 -0.71893
C -1.43232 4.11830 0.57704
C -1.59400 5.61695 0.95190
O -0.35527 4.95890 0.33249
H -2.08349 1.04885 2.50581
H -1.73204 -0.17611 1.42717
H -3.15230 -0.41830 -0.57561
H -0.57408 0.86641 -0.69112
H -1.06902 1.04603 -2.33253
H 0.06807 3.30387 -2.44579
H 0.60998 2.98054 -0.73320
H 2.03976 1.37210 -1.26781
H 1.01094 0.64170 -2.47867
H 1.82048 1.99635 -3.99564
H -3.23458 0.93913 -2.36557
H -4.24072 2.20215 -1.58350
H -4.82569 3.85012 -3.27022
H -2.71082 2.95950 -5.18251
H -1.72513 4.36842 -1.43196
H -3.24729 4.05803 -0.43968
H -1.36658 3.40837 1.40268
H -1.01206 6.05356 1.75553
H -1.93199 6.13718 0.05809
C 7.79117 0.21311 2.28491
C 7.20154 -0.03693 0.90420
N 5.75027 0.02972 0.87873
C 5.16997 -0.50234 -0.34192
C 5.48102 0.21540 -1.65921
C 5.16400 1.26628 1.36643
C 5.58235 2.57795 0.69193
H 7.34794 -0.45187 3.02750
H 8.86600 0.02818 2.26647
H 7.64559 1.24453 2.61058
H 7.50482 -1.04197 0.59796
H 7.66134 0.65971 0.18823
H 4.08270 -0.56227 -0.21972
H 5.49802 -1.54245 -0.43949
H 4.94329 1.16000 -1.74159
H 5.16041 -0.40573 -2.49922
H 6.54644 0.40724 -1.78696
H 5.39034 1.35078 2.43310
H 4.07316 1.18052 1.32887
H 6.66231 2.65171 0.55999
H 5.27404 3.42251 1.31275
H 5.10591 2.70908 -0.27928
C -4.39692 -5.57700 3.56042
C -4.57066 -4.65824 2.36002
N -3.31010 -4.17377 1.82067
C -3.46960 -3.07468 0.89082
C -4.22223 -3.34334 -0.41789
C -2.35019 -5.19660 1.43113
C -2.79052 -6.24054 0.39975
H -3.78796 -5.10430 4.33218
H -5.37118 -5.80602 3.99376
H -3.93401 -6.52559 3.28477
H -5.15722 -3.79628 2.69194
H -5.17565 -5.17368 1.60046
H -2.47869 -2.66347 0.65131
H -3.98975 -2.26683 1.41822
H -3.62469 -3.92748 -1.11658
H -4.45206 -2.39515 -0.91398
H -5.16795 -3.85759 -0.25181
H -2.03731 -5.72751 2.33363
H -1.43718 -4.71004 1.07564
H -3.77557 -6.65376 0.62008
H -2.08391 -7.07261 0.39890
H -2.80349 -5.83670 -0.61202
```

DFT (the ωB97M-V functional and the def2-TZVPD basis) results for a structure of composition C4H3BiCl2InN5O3 at a distorted geometry.

Summary:
net charge = +4
Kohn-Sham gap (alpha / beta) = 6.01 / 5.59 eV

```
19
C4H3BiCl2InN5O3, DFT the ωB97M-V functional and the def2-TZVPD basis
Bi -0.71607 -0.05935 -3.90987
In -0.01856 1.11727 -0.62258
Cl -2.11107 -1.97058 -4.70780
Cl -1.86194 2.13569 0.45811
C 1.51976 2.05876 1.10006
C 0.91206 -1.67686 -4.11557
C 0.95244 1.63897 -5.11028
O 2.09612 2.73901 1.82532
O 1.24055 -2.78296 -4.10600
O 1.49835 2.63043 -5.26647
N -1.39377 -0.05479 3.96685
N -0.39281 -0.47572 3.12945
N -0.40274 -1.73735 2.60937
C 0.25733 -1.56471 1.47048
N 0.53281 -0.24989 1.21629
N 0.11044 0.44903 2.26730
H -1.21874 0.89248 4.27214
H -1.56132 -0.71839 4.71062
H 0.55717 -2.37104 0.81260
```

DFT (the ωB97M-V functional and the def2-TZVPD basis) results for a cluster of 2 separate species, C10H12F2O in total at a distorted geometry.

Summary:
Kohn-Sham gap (alpha / beta) = 7.81 / 7.81 eV
SMILES = FC(F)=C1C=CC=CC1.C=C(C)O
energy relative to the best compared isomer or geometry (same formula, charge and spin) = 31.0 kcal per mole

```
25
C10H12F2O, DFT the ωB97M-V functional and the def2-TZVPD basis
F -0.97996 -1.59642 -1.92272
C -0.45240 -1.56473 -0.62683
F -1.08697 -2.59982 0.05904
C 0.79316 -1.11743 -0.32852
C 1.41220 -1.32136 0.94036
C 2.41840 -0.49666 1.36856
C 3.02357 0.50926 0.63146
C 2.62301 0.68442 -0.66138
C 1.38295 -0.00048 -1.17744
H 0.93452 -2.18206 1.61337
H 2.82800 -0.79027 2.41833
H 3.93929 0.94738 1.06193
H 2.98536 1.49047 -1.25193
H 1.50841 -0.42891 -2.19942
H 0.71274 0.77600 -1.23168
C -1.41137 1.82052 -0.69105
C -1.84698 0.96483 0.26731
C -3.06408 0.09549 0.02475
O -1.15127 0.72649 1.46734
H -2.06476 1.94752 -1.39693
H -0.71725 2.58536 -0.33586
H -2.80676 -0.98621 0.35137
H -3.43442 0.06338 -0.95667
H -3.92400 0.41419 0.69286
H -1.62140 0.05903 1.88376
```